Record 1
The following is a DFT calculation (wB97M-V/def2-TZVPD) of a 3-piece molecular cluster, C37H64N2O5 overall.

Its lowest unoccupied orbital energy (alpha / beta) is 0.50 / -0.19 eV. As for the expectation value of S²: 2.008. As for the total charge: 0. The value obtained for the HOMO energy (alpha / beta) is -8.783 / -8.999 eV. As for the multiplicity: 3.

```
108
C37H64N2O5 (wB97M-V/def2-TZVPD)
C -0.60951 0.50649 2.79558
O -0.68953 -0.82963 3.30609
C -1.57695 -1.65123 2.51392
C -0.78285 -2.90016 1.93208
C -0.89197 -2.92224 0.35951
C 0.15280 -1.93109 -0.26426
C 1.60900 -2.52598 -0.39494
C 2.71119 -1.38444 -0.28928
C 2.39449 -0.00190 -1.00875
C 3.50203 0.47056 -2.00710
C 3.28231 1.94510 -2.54646
C 2.85245 2.94196 -1.41510
C 1.42539 3.25378 -1.33643
C 0.96458 4.14022 -0.27345
C 1.95397 4.64703 0.64964
C 3.36897 4.37046 0.57268
C 3.83264 3.48463 -0.48596
C 2.60539 -1.03113 1.26954
C 3.95155 -0.29128 1.58416
C 4.86907 -1.06439 0.55508
O 6.05625 -0.96268 0.54191
O 4.09381 -1.82213 -0.33462
H -1.44520 1.15575 3.17631
H -0.60391 0.56792 1.67751
H 0.37152 0.92940 3.14469
H -2.05160 -1.03274 1.71176
H -2.41445 -1.99511 3.18333
H -1.22331 -3.84512 2.33339
H 0.29607 -2.81089 2.21170
H -1.90859 -2.51206 0.09829
H -0.73840 -3.92276 -0.11174
H -0.17474 -1.69266 -1.31890
H 0.12995 -0.94267 0.26890
H 1.76662 -3.06599 -1.36687
H 1.74259 -3.22556 0.47505
H 1.43324 -0.03872 -1.59630
H 2.19490 0.72878 -0.18136
H 4.54629 0.41244 -1.61900
H 3.46768 -0.21053 -2.90521
H 2.60447 1.98945 -3.43373
H 4.29663 2.30175 -2.88532
H 0.73590 2.79166 -2.08098
H -0.12453 4.34954 -0.21577
H 1.59146 5.30201 1.48047
H 4.13010 4.76352 1.28340
H 4.88920 3.17091 -0.63267
H 1.77471 -0.36436 1.59884
H 2.62840 -1.93950 1.93602
H 3.84966 0.81817 1.44894
H 4.36546 -0.36604 2.61714
C -4.28196 5.18122 5.09312
C -3.07509 4.42537 4.46333
C -1.76729 4.66309 5.25380
C -0.98661 5.93261 4.91730
C -0.89626 6.15477 3.40885
C -2.27614 6.11208 2.74827
N -2.98302 4.82803 3.02847
O -2.36605 3.86468 2.36180
C -3.08928 7.32920 3.24446
C -2.14290 6.36265 1.23631
C -3.42684 2.93921 4.66286
H -4.82233 5.78597 4.36554
H -5.03706 4.49594 5.48255
H -3.97842 5.83491 5.91535
H -1.08726 3.82180 5.07957
H -1.97871 4.65574 6.32683
H -1.44062 6.79912 5.40772
H 0.02391 5.85527 5.33003
H -0.40954 7.11564 3.21774
H -0.23511 5.39476 2.97531
H -4.08137 7.35474 2.78766
H -2.58146 8.25810 2.97538
H -3.21601 7.36055 4.32513
H -1.49717 5.63364 0.74522
H -1.70404 7.34411 1.04480
H -3.11907 6.33702 0.74796
H -4.30911 2.64885 4.08875
H -3.63427 2.74110 5.71785
H -2.60696 2.27407 4.38504
C 1.35943 -4.76275 -5.47638
C -0.17238 -5.04024 -5.51651
C -0.95910 -4.07107 -4.60402
C -1.05609 -4.45066 -3.12746
C -1.37506 -5.93306 -2.94664
C -0.39997 -6.81856 -3.72561
N -0.38457 -6.47802 -5.17820
O -1.53559 -6.86535 -5.70334
C 1.00206 -6.67084 -3.09127
C -0.74267 -8.30082 -3.50046
C -0.57449 -4.68397 -6.96056
H 1.94154 -5.65986 -5.26829
H 1.73900 -4.41694 -6.43964
H 1.62499 -4.00837 -4.73025
H -1.98705 -3.98756 -4.97342
H -0.53469 -3.06561 -4.68076
H -0.12917 -4.18926 -2.60640
H -1.84113 -3.85419 -2.65156
H -1.34714 -6.17772 -1.88057
H -2.40756 -6.11675 -3.26629
H 1.73556 -7.29849 -3.60260
H 0.97816 -6.98256 -2.04451
H 1.37738 -5.64875 -3.08975
H -1.76156 -8.54806 -3.80588
H -0.66486 -8.55555 -2.44128
H -0.05644 -8.94949 -4.04834
H -0.11797 -5.35776 -7.68824
H -0.25314 -3.66639 -7.19929
H -1.65667 -4.70415 -7.11121
```

=====

Record 2
The following is a DFT calculation (wB97M-V/def2-TZVPD) of a 7-piece molecular cluster, C37H64O18S7 overall.

Its lowest unoccupied orbital energy is -1.18 eV. Its SMILES is C#CCCCC1=C(CCCCS(=O)(=O)O)C(=O)OC1=O.O=S1(=O)CCCC1.O=S1(=O)CCCC1.O=S1(=O)CCCC1.O=S1(=O)CCCC1.O=S1(=O)CCCC1.O=S1(=O)CCCC1. As for the total charge: 0. The value obtained for the HOMO energy is -9.132 eV.

```
126
C37H64O18S7 (wB97M-V/def2-TZVPD)
C 4.90810 0.00658 -0.37871
C 4.26635 -0.01254 -1.65267
C 3.35502 -0.09061 -3.04681
C 2.16171 1.04575 -3.09119
C 2.74352 2.60499 -2.94062
C 2.07021 3.20181 -1.53924
C 0.60719 3.57206 -1.39510
C -0.61159 3.53669 -2.49113
C -1.46351 2.13661 -2.53898
C -2.13732 1.68202 -1.11590
C -3.75975 1.45764 -1.14997
S -4.40736 0.50853 -2.62728
O -3.35254 -0.32670 -3.39118
O -5.13671 1.55823 -3.54421
O -5.67050 -0.55118 -2.07351
C 0.62024 4.02144 0.18383
O -0.31544 3.98927 1.13925
O 1.98161 4.48697 0.49027
C 2.87544 3.47658 -0.13851
O 4.02815 3.01650 0.35306
H 5.26259 0.46069 0.66687
H 4.04730 -0.02729 -4.01239
H 2.81785 -1.15022 -3.00408
H 1.43965 0.83692 -2.17759
H 1.49087 0.93315 -4.07213
H 2.38422 3.29972 -3.83423
H 3.91357 2.61091 -2.85993
H -0.16274 3.75435 -3.57580
H -1.35442 4.39950 -2.21089
H -2.25032 2.25881 -3.42749
H -0.75041 1.23702 -2.86807
H -1.94230 2.57686 -0.35015
H -1.57683 0.74869 -0.62828
H -4.34225 2.47173 -1.02534
H -4.02864 0.81398 -0.18461
H -5.86742 -0.24632 -1.13823
C -10.54804 -2.34998 -1.56604
C -9.51770 -2.73538 -2.62645
C -8.14697 -2.74525 -1.95184
S -8.43972 -3.12551 -0.23098
O -8.07403 -1.97226 0.56426
O -7.93945 -4.45524 0.05536
C -10.21690 -3.19305 -0.34361
H -11.57110 -2.52643 -1.91078
H -10.45013 -1.28465 -1.32539
H -9.74693 -3.73673 -3.01075
H -9.53447 -2.04602 -3.47639
H -7.49087 -3.50444 -2.38507
H -7.66752 -1.76396 -2.00529
H -10.66443 -2.81129 0.57561
H -10.50301 -4.23793 -0.49660
C 5.98805 -4.70664 -4.95710
C 6.04558 -4.82213 -3.43462
C 4.94929 -3.92352 -2.86476
S 3.67159 -3.84262 -4.11078
O 3.59368 -2.48331 -4.60306
O 2.50563 -4.56715 -3.64596
C 4.51744 -4.83525 -5.32521
H 6.59341 -5.47558 -5.44588
H 6.36885 -3.72651 -5.26817
H 5.85993 -5.86230 -3.14050
H 7.02881 -4.54134 -3.04434
H 4.53147 -4.33440 -1.94220
H 5.31536 -2.90838 -2.68830
H 4.29225 -4.47033 -6.32875
H 4.17221 -5.86738 -5.21302
C -2.03724 2.61200 4.80478
C -1.46840 1.42458 5.58005
C -1.93093 0.15148 4.87340
S -2.15974 0.58811 3.15624
O -3.56659 0.47146 2.83482
O -1.12735 -0.04635 2.36120
C -1.76350 2.31602 3.33773
H -1.58124 3.55633 5.11613
H -3.11761 2.68349 4.97836
H -0.37278 1.47424 5.57098
H -1.78856 1.43377 6.62662
H -1.18568 -0.64433 4.94964
H -2.89029 -0.19766 5.26506
H -2.37388 2.91286 2.65788
H -0.70269 2.44263 3.10173
C 4.48805 0.48528 5.21360
C 4.54558 0.36979 6.73609
C 3.44929 1.26840 7.30595
S 2.17159 1.34930 6.05992
O 2.09368 2.70861 5.56764
O 1.00563 0.62477 6.52474
C 3.01744 0.35667 4.84550
H 5.09341 -0.28366 4.72482
H 4.86885 1.46541 4.90254
H 4.35993 -0.67038 7.03021
H 5.52881 0.65058 7.12637
H 3.03147 0.85752 8.22851
H 3.81536 2.28354 7.48241
H 2.79225 0.72159 3.84195
H 2.67221 -0.67546 4.95768
C 6.06276 8.30506 -0.63134
C 6.63160 7.11763 0.14393
C 6.16907 5.84453 -0.56271
S 5.94026 6.28117 -2.27987
O 4.53341 6.16451 -2.60130
O 6.97265 5.64671 -3.07491
C 6.33650 8.00908 -2.09838
H 6.51876 9.24938 -0.31999
H 4.98239 8.37655 -0.45775
H 7.72722 7.16730 0.13487
H 6.31144 7.12683 1.19051
H 6.91432 5.04872 -0.48647
H 5.20971 5.49540 -0.17105
H 5.72612 8.60591 -2.77823
H 7.39731 8.13568 -2.33438
C -4.44480 -5.64600 -0.23752
C -4.57394 -5.73067 1.28259
C -3.83182 -6.98650 1.73669
S -2.54860 -7.27337 0.52726
O -2.83700 -8.51155 -0.16546
O -1.25777 -7.00351 1.12842
C -2.97865 -5.91458 -0.54249
H -4.76246 -4.67100 -0.61842
H -5.07258 -6.41385 -0.70522
H -4.11351 -4.84528 1.73759
H -5.62141 -5.75494 1.59902
H -3.37866 -6.85177 2.72209
H -4.49039 -7.85935 1.74560
H -2.79943 -6.18752 -1.58382
H -2.35547 -5.05944 -0.26421
```

=====

Record 3
The following is a DFT calculation (wB97M-V/def2-TZVPD) of a 3-piece molecular cluster, C37H66IN6O4P2 overall.

Its lowest unoccupied orbital energy (alpha / beta) is -4.61 / -4.61 eV. As for the expectation value of S²: 2.009. As for the total charge: +1. The value obtained for the HOMO energy (alpha / beta) is -10.229 / -10.946 eV. As for the multiplicity: 3.

```
116
C37H66IN6O4P2 (wB97M-V/def2-TZVPD)
C -7.32316 -6.70154 -1.09782
C -6.35554 -6.14847 -2.20687
O -5.15068 -5.56368 -1.65823
C -4.29701 -5.12379 -2.72766
C -3.21440 -4.22719 -2.03931
C -3.22952 -2.75887 -2.13953
C -4.35916 -1.99708 -2.92013
I -5.80688 -1.10342 -1.52523
C -3.77030 -0.95366 -3.98097
C -4.29259 0.52650 -3.83476
C -2.12487 -2.05487 -1.44833
C -1.96866 -0.49545 -1.42914
C -0.88368 0.04733 -2.23962
C -0.71864 1.51557 -2.22954
C -1.68419 2.29473 -1.42772
C -2.69255 1.53479 -0.69303
N -2.87668 0.18529 -0.68390
C -1.04846 -2.77654 -0.70215
C 0.13507 -2.04154 -0.00839
C 1.53629 -2.36599 -0.71360
C 2.74329 -2.41046 0.31733
N 2.91375 -1.14721 1.08789
C -1.17956 -4.24359 -0.65864
P 0.15335 -5.17317 0.33899
N 1.18606 -5.87135 -0.64035
N -2.23754 -4.92086 -1.31430
P -2.24557 -6.69666 -1.14821
O -1.13218 -7.36734 -1.87156
H -8.37290 -6.60073 -1.49232
H -7.14563 -7.79840 -0.91628
H -7.24036 -6.17857 -0.11348
H -6.90568 -5.32127 -2.74807
H -6.11158 -6.99880 -2.89955
H -3.81574 -6.02858 -3.21487
H -4.86157 -4.60191 -3.53927
H -4.98163 -2.71574 -3.51836
H -4.03788 -1.29810 -5.02019
H -2.64693 -0.90145 -3.93521
H -5.36847 0.55970 -4.13685
H -4.07222 1.00558 -2.85234
H -3.73347 1.13577 -4.60788
H -0.17601 -0.58112 -2.83107
H 0.07443 2.04321 -2.80509
H -1.67491 3.40297 -1.36364
H -3.40261 2.13854 -0.06737
H 0.23862 -2.36865 1.06629
H 0.01550 -0.92940 0.02418
H 1.77396 -1.59841 -1.50656
H 1.49077 -3.37279 -1.21247
H 2.69586 -3.30567 0.99154
H 3.67138 -2.55344 -0.31206
H 2.30535 -1.24269 1.90335
H 2.59292 -0.39416 0.47546
H -0.46351 -6.09350 1.23568
H 0.89961 -4.26246 1.14964
H 0.91586 -5.70794 -1.61586
H -3.47616 -7.27013 -1.55224
H -2.14318 -6.91787 0.26625
C 7.20905 0.47745 0.29884
C 6.72710 0.34205 -1.16775
C 7.93440 0.13587 -2.10066
C 8.74041 1.40568 -2.35578
C 7.83094 2.54155 -2.81328
C 6.65455 2.79219 -1.85680
N 5.90991 1.53866 -1.53232
O 5.16866 1.22150 -2.58893
C 7.17847 3.45168 -0.56204
C 5.73728 3.86903 -2.46813
C 5.89871 -0.95667 -1.17376
H 6.50139 1.05308 0.89933
H 7.29955 -0.49675 0.78375
H 8.19268 0.94012 0.38294
H 7.59091 -0.24923 -3.06768
H 8.59582 -0.63116 -1.68675
H 9.29433 1.69684 -1.45849
H 9.49239 1.21010 -3.12472
H 8.42348 3.45479 -2.92483
H 7.45328 2.30469 -3.81463
H 6.37835 3.56305 0.17391
H 7.56756 4.45140 -0.77091
H 7.99903 2.91387 -0.09349
H 5.37962 3.59700 -3.46255
H 6.27739 4.81131 -2.58189
H 4.87224 4.05778 -1.82815
H 5.01729 -0.86263 -0.53497
H 6.49025 -1.79585 -0.80124
H 5.57191 -1.24163 -2.17619
C -1.61923 5.51940 5.42027
C -2.76720 5.28524 4.40584
C -4.07235 4.95749 5.15465
C -4.12067 3.54081 5.71970
C -3.78977 2.51639 4.63963
C -2.46002 2.80434 3.92583
N -2.36709 4.21355 3.44420
O -3.13468 4.32291 2.36451
C -1.28797 2.48809 4.88094
C -2.28086 1.79184 2.78091
C -2.94803 6.65361 3.71846
H -0.64486 5.30400 4.97628
H -1.58117 6.55916 5.75089
H -1.72557 4.92590 6.32883
H -4.92610 5.08368 4.47910
H -4.22181 5.67285 5.96858
H -3.43474 3.44015 6.56591
H -5.11990 3.34139 6.11562
H -3.76663 1.51691 5.08546
H -4.60850 2.50103 3.91074
H -0.33032 2.76513 4.43321
H -1.24682 1.41709 5.09682
H -1.36418 2.97570 5.84946
H -3.11273 1.80954 2.07677
H -2.23069 0.77231 3.17052
H -1.35569 1.98119 2.23024
H -2.05360 6.93502 3.15745
H -3.13373 7.43244 4.46075
H -3.80185 6.67157 3.03899
```

=====

Record 4
The following is a DFT calculation (wB97M-V/def2-TZVPD) of a 3-piece molecular cluster, C37H67BF7INO18P4 overall.

Its lowest unoccupied orbital energy is -3.13 eV. As for the total charge: +1. The value obtained for the HOMO energy is -11.480 eV.

```
136
C37H67BF7INO18P4 (wB97M-V/def2-TZVPD)
C -4.50065 5.92537 0.05601
C -3.04719 5.81609 -0.46702
C -2.12733 5.02725 0.48180
O -1.93624 3.68077 0.04314
C -0.63343 3.44798 -0.43386
C -0.68258 2.24360 -1.34852
C 0.28648 2.35640 -2.56939
I -0.74982 3.78235 -3.95360
C 1.60832 3.15646 -2.33837
B 2.87681 2.56201 -3.12997
O 3.90195 1.84942 -2.53429
O 2.91892 2.76057 -4.48025
O 0.62110 1.16417 -3.23358
C -0.03532 -0.05025 -2.89025
C 0.89094 -1.20224 -3.44660
C 1.93250 -0.80635 -4.50241
C 1.49165 -0.38253 -5.88445
F 2.60671 -0.08388 -6.60022
F 0.92922 -1.42055 -6.52906
F 0.70531 0.69846 -5.94851
C -1.39286 -0.36315 -3.60199
F -2.13118 -1.29831 -2.95926
F -1.18041 -0.94506 -4.82234
C -2.38913 0.77845 -4.06394
F -2.06342 1.24147 -5.27267
F -3.58998 0.14423 -4.25083
C 0.05435 -0.17786 -1.31262
O -0.37144 -1.47606 -1.09029
C 0.21274 -2.46388 -0.28314
O 1.14363 -3.10413 -0.64254
C -0.42185 -2.76485 1.04662
C 0.24574 -2.38535 2.19463
C -0.26574 -2.66114 3.44982
C -1.46371 -3.34938 3.59686
C -2.13160 -3.71087 2.42505
C -1.62994 -3.43344 1.17444
P 1.89415 0.03988 -0.81305
O 2.23570 -0.67573 0.43722
N -0.79659 0.88940 -0.61080
C -2.28184 0.57342 -0.59531
C -2.84051 -0.61151 0.17608
C -4.37790 -0.39051 0.33002
C -0.34101 0.93976 0.83458
P -1.29116 1.61891 2.25672
O -0.78809 2.94414 2.61268
O -0.86735 0.64378 3.48200
O -2.89140 1.64256 2.21774
H -4.58805 5.64163 1.10413
H -4.82905 6.96406 -0.01167
H -5.19954 5.35138 -0.55067
H -3.10002 5.33072 -1.44499
H -2.62939 6.80747 -0.64264
H -2.60778 4.98493 1.45943
H -1.18846 5.56499 0.63328
H -0.38226 4.32702 -1.03966
H 0.13133 3.43217 0.35150
H -1.66060 2.39174 -1.79926
H 1.87335 3.25733 -1.28118
H 1.53446 4.18765 -2.67349
H 4.72604 2.34736 -2.64322
H 2.03580 2.87616 -4.85446
H 0.31737 -2.09529 -3.68450
H 1.50502 -1.63967 -2.65592
H 2.55409 -1.69184 -4.65188
H 2.62440 -0.08489 -4.06662
H -2.61403 1.56752 -3.34601
H 1.19927 -1.87466 2.13645
H 0.27234 -2.37303 4.34409
H -1.87119 -3.59657 4.56633
H -3.06168 -4.25080 2.55573
H -2.19782 -3.75967 0.31127
H 2.07606 1.40492 -0.51721
H 2.74898 -0.23236 -1.88398
H -2.71858 0.51642 -1.59010
H -2.76511 1.47586 -0.21068
H -2.75510 -1.52594 -0.40424
H -2.38514 -0.82634 1.14087
H -4.68647 0.60783 0.02335
H -4.59364 -0.44524 1.39929
H -4.95100 -1.18789 -0.13202
H -0.12259 -0.09595 1.10292
H 0.58050 1.50250 0.96284
H -1.48426 -0.10435 3.54083
H -3.30582 1.07714 2.88281
O -3.49090 -10.80919 3.49091
P -4.36104 -9.65594 3.84643
O -4.61067 -8.93036 2.39504
C -5.24978 -9.66015 1.35356
C -6.72056 -9.90570 1.63811
O -3.31733 -8.59574 4.50205
C -1.99141 -8.98100 4.86276
C -1.02835 -8.76497 3.70993
O -5.62346 -8.86905 4.56368
C -6.64538 -9.60926 5.25500
C -6.08550 -10.69746 6.14757
H -4.72766 -10.60670 1.18844
H -5.14237 -9.06421 0.44705
H -6.84311 -10.63210 2.44763
H -7.22387 -10.30467 0.75716
H -7.21449 -8.98180 1.94077
H -1.96457 -10.01369 5.20852
H -1.70248 -8.35700 5.71017
H -1.40287 -9.19423 2.78131
H -0.05723 -9.20972 3.93005
H -0.89863 -7.69570 3.52872
H -7.34790 -10.02917 4.53059
H -7.19833 -8.88701 5.85523
H -5.59271 -11.47867 5.55701
H -6.88230 -11.17024 6.72091
H -5.34636 -10.28997 6.83858
O 6.43103 7.86144 0.33026
P 6.93026 6.96785 -0.74888
O 5.85845 7.22442 -1.96430
C 5.72638 8.53344 -2.51111
C 6.94559 8.94940 -3.31328
O 6.43488 5.49371 -0.25582
C 5.94440 5.28562 1.06772
C 4.44195 5.48315 1.12960
O 8.04230 6.26802 -1.74382
C 9.39934 6.74927 -1.77625
C 9.96764 7.00535 -0.39608
H 5.52948 9.25227 -1.71091
H 4.84805 8.51229 -3.15632
H 7.80025 9.13126 -2.65397
H 6.75098 9.87003 -3.86352
H 7.22826 8.16771 -4.01891
H 6.45417 5.93340 1.77922
H 6.19423 4.25897 1.34096
H 4.13114 6.41474 0.65738
H 4.09490 5.48658 2.16386
H 3.92658 4.67949 0.59525
H 9.45327 7.65241 -2.38896
H 9.98699 5.98398 -2.28234
H 9.44115 7.82827 0.10189
H 11.02047 7.27793 -0.46011
H 9.86916 6.12051 0.23425
```

=====

For each record above, in turn, the calculated E values are -1933.7043; -5589.3312; -3058.7835; -5246.0808 Ha.